Entry 1:
The following is a quantum chemistry calculation of C50H54ClN3O4S2Ti as an isolated structure, from OMol25.

Structure (XYZ):
```
115
Properties=species:S:1:pos:R:3
Ti -0.1694 0.4922 0.3199
Cl 0.2660 -4.0699 1.7021
S -0.2423 1.1721 -6.5323
S -0.6491 2.8357 5.9961
O 1.2855 1.2752 -0.4064
O -1.8096 -0.1149 0.8873
O 0.8281 -0.7806 1.6067
O 0.3373 -1.3609 -0.4314
N -1.3706 2.1979 -0.1365
N -0.0814 2.1665 1.6982
N -1.0379 1.2432 -2.1582
C -3.3535 -2.1903 1.8333
C 2.3366 7.5195 0.3220
C -2.9317 0.6243 0.8521
C -5.5909 -1.8465 0.8324
C 4.3895 6.8707 -0.9066
C -1.1448 2.4386 -4.2200
C 1.2483 4.8512 -0.1597
C 2.8738 6.6708 -0.8367
C 0.8475 -1.6551 0.6913
C 4.1000 1.7909 -1.3287
C -7.5382 2.8358 1.0208
C 2.5033 5.1980 -0.6553
C -1.2242 3.0635 -7.9226
C -1.5611 5.1264 5.3596
C -2.7397 1.9242 0.3666
C -1.3155 2.3768 -1.5484
C -0.9468 1.2623 -3.4883
C -6.3423 3.9214 -0.8677
C -4.1899 0.1771 1.2332
C -1.5996 5.0657 6.7749
C -4.5368 -1.2215 1.7575
C 4.5269 2.0368 -2.7829
C 5.3104 1.9834 -0.4020
C 3.3590 4.1730 -1.0271
C -1.0619 3.9857 4.7820
C -1.7678 4.8462 -1.3954
C -0.5437 1.8917 -8.0483
C -1.2337 4.3504 1.0304
C -5.2276 1.1157 1.1306
C -0.4630 3.1241 0.6612
C 1.4623 -3.0025 0.9275
C -1.3417 4.6385 2.4061
C -0.3096 2.4867 2.9655
C 3.0278 2.8176 -0.9385
C -1.5099 3.6398 -2.1302
C -1.0404 2.4379 -5.6915
C 3.6689 0.3238 -1.2228
C -1.1253 3.8813 7.2531
C -5.0662 2.4058 0.6586
C -1.7453 5.1148 -0.0121
C 0.8448 3.5292 -0.0722
C -5.8639 4.6137 1.4883
C -6.2015 3.4255 0.5775
C -5.1217 -1.0886 3.1701
C 1.7440 2.5352 -0.4896
C -1.4236 3.6127 -3.5343
C -0.8901 3.7126 3.3555
C 2.2469 7.1648 -2.1479
C -1.5097 3.3768 -6.5665
C -3.7908 2.8011 0.2474
H 2.8240 0.0901 -1.8685
H 3.6804 1.9122 -3.4610
H -6.0275 -0.4812 3.1868
H -1.8578 5.5367 2.7126
H -3.7253 -3.1499 2.2021
H 4.3451 4.4245 -1.3906
H -5.8539 -2.8436 1.1925
H 1.7505 -3.4480 -0.0192
H -5.2076 -1.9427 -0.1851
H -2.0707 5.6781 -2.0230
H -5.3772 -2.0764 3.5604
H 2.6889 8.5477 0.2167
H -0.0232 1.7438 3.6997
H -1.5172 3.6786 -8.7600
H -3.6323 3.7813 -0.1641
H -4.3987 -0.6326 3.8490
H 4.8919 6.4416 -0.0371
H -1.5467 4.5409 -4.0788
H 1.2470 7.5528 0.3402
H 2.6783 7.1391 1.2862
H -7.5086 2.5008 2.0597
H 1.1591 7.0742 -2.1129
H -2.0589 4.2546 -6.2600
H 5.0269 1.8350 0.6415
H 5.7372 2.9825 -0.4940
H -6.5397 3.0907 -1.5478
H 4.8232 6.4250 -1.8032
H -6.6624 5.3586 1.4517
H -2.5758 -1.8443 2.5120
H 2.3104 -2.9066 1.5990
H -1.9566 5.8656 7.4060
H -0.7221 0.3195 -3.9703
H -7.8359 1.9895 0.3982
H -0.2026 1.4158 -8.9529
H -2.8926 -2.3575 0.8608
H 4.6180 7.9376 -0.9357
H 4.5164 -0.2954 -1.5282
H 3.4027 0.0513 -0.2010
H -1.8820 5.9855 4.7915
H -1.0391 3.5702 8.2812
H -5.4390 4.4282 -1.2111
H 6.0904 1.2605 -0.6516
H -2.1820 6.0679 0.2752
H 2.4982 8.2135 -2.3248
H -6.5060 -1.2545 0.7926
H -4.9348 5.0977 1.1807
H 2.6059 6.5766 -2.9945
H 0.5766 5.6238 0.1722
H -5.7425 4.2892 2.5234
H 4.9329 3.0370 -2.9346
H -6.2140 0.7987 1.4386
H -8.3188 3.5948 0.9431
H 5.2991 1.3185 -3.0680
H -7.1698 4.6307 -0.9439
```

Calculated values
E_tot = -4509.08871 Ha
2S+1 = 3

Entry 2:
The following is a quantum chemistry calculation of one molecule with the formula C6H9NO4, from OMol25.

Structure (XYZ):
```
20
Properties=species:S:1:pos:R:3
O 3.0043 -1.4591 0.3133
O -2.3522 0.2899 1.2016
O 2.8247 0.6292 -0.4814
O -3.3970 -0.9356 -0.3901
N 0.3097 1.0153 0.6356
C -2.4068 -0.3387 0.0223
C 2.3259 -0.4613 0.1870
C -0.4464 1.0395 -0.6363
C -0.0690 -1.2356 -0.0680
C 0.8989 -0.3182 0.7198
C -1.0911 -0.3088 -0.7561
H -1.4395 0.6446 1.4104
H 0.2991 1.2126 -1.4647
H 0.5091 -1.8079 -0.8373
H 0.9515 1.7857 0.7304
H -1.2705 -0.5745 -1.8147
H -0.6019 -1.9141 0.6119
H 0.9648 -0.4902 1.7932
H -1.2007 1.8488 -0.6296
H 2.1871 1.3787 -0.5472
```

Calculated values
E_tot = -589.76514 Ha
SMILES string = O=C(O)[C@H]1CN[C@H](C(=O)O)C1
Relative energy (zero: lowest compared OMol25 entry of this formula, charge and spin) = 13.0 kcal per mole

Entry 3:
The following is a quantum chemistry calculation of C16H29NO10Rb as an isolated structure, from OMol25.

Structure (XYZ):
```
57
Properties=species:S:1:pos:R:3
Rb 27.1178 22.8243 6.3999
O 28.7858 25.0667 6.7792
O 25.7998 22.4040 3.7559
O 23.8736 24.1038 6.5933
O 26.7440 28.4603 10.4515
O 32.1513 22.8549 4.3166
O 27.6541 25.6618 11.1321
O 28.1872 24.2200 3.4351
O 28.0933 27.6754 6.1662
O 27.5900 20.3252 7.6509
O 29.3812 21.9530 4.2796
N 25.1005 21.7211 8.3341
C 30.3469 21.8160 3.1619
C 28.2622 25.3053 9.0287
C 24.4794 25.4297 6.6284
C 25.9787 21.0871 9.2440
C 24.4570 22.9827 8.8749
C 27.6997 26.1946 9.9542
C 28.1634 19.3118 6.8715
C 28.2830 25.7677 7.6577
C 26.1501 23.1752 2.6053
C 27.2008 27.6055 9.5913
C 27.2406 28.0923 8.2954
C 31.2519 22.9184 3.1745
C 26.8939 24.4148 3.0223
C 27.8328 27.2593 7.2593
C 26.5418 19.8759 8.5293
C 23.4311 23.6333 7.8855
H 26.8745 29.0542 7.9681
H 28.6848 18.5809 7.4896
H 26.8392 21.7416 9.3824
H 28.9481 22.7990 4.1439
H 26.9070 19.1222 9.2269
H 23.9778 22.7019 9.8128
H 23.9140 26.2584 7.0546
H 27.0718 25.0587 2.1610
H 26.2663 25.1086 3.5816
H 27.3443 18.8835 6.2938
H 26.7501 22.4698 2.0304
H 22.7107 24.3198 8.3302
H 31.8364 23.1211 2.2771
H 24.8270 25.7100 5.6341
H 28.5580 25.0909 3.5953
H 31.8387 23.5078 4.9471
H 25.7784 19.4170 7.9010
H 30.8945 20.8736 3.1492
H 22.7235 22.8212 7.7182
H 24.3354 21.0843 8.1633
H 30.6909 23.8321 3.3705
H 25.2897 23.6150 9.1831
H 28.8774 19.8597 6.2566
H 29.7882 21.7578 2.2278
H 28.6604 24.3381 9.2977
H 25.3981 25.4628 7.2141
H 25.5266 21.5485 3.4168
H 25.4188 20.8232 10.1412
H 25.2609 23.4701 2.0480
```

Calculated values
E_tot = -1458.11393 Ha
2S+1 = 2